No. 1
{"formula": "C40H46ClN2O3P2Si2W", "method": "wB97M-V/def2-TZVPD", "charge": 1, "lumo_ev": [-2.61, -2.61], "e_homo_ev": [-9.81, -9.81], "gap_ha": [0.265, 0.265], "molar_mass_da": 940.23, "elements": ["W", "C", "Si", "C", "C", "N", "P", "C", "P", "N", "Si", "C", "C", "C", "C", "C", "C", "C", "C", "C", "C", "C", "C", "C", "C", "C", "C", "C", "C", "C", "C", "C", "C", "C", "C", "C", "C", "C", "H", "H", "H", "H", "H", "H", "H", "H", "H", "H", "H", "H", "H", "H", "H", "H", "H", "H", "H", "H", "H", "H", "H", "H", "H", "H", "H", "H", "H", "H", "H", "H", "H", "H", "H", "H", "H", "H", "C", "C", "C", "C", "Cl", "C", "C", "C", "O", "C", "C", "O", "O", "H", "H", "H", "H", "H", "H", "H", "H"], "xyz": [[-0.55668, 0.07665, 0.09037], [-1.23002, -3.49682, 2.19120], [-0.75913, -1.88299, 3.00882], [-2.23223, -0.89849, 3.59708], [0.32802, -2.22768, 4.48363], [0.11227, -0.86216, 1.85719], [1.66430, -0.97057, 1.32701], [1.43396, -0.40995, -0.26540], [1.69294, 1.02357, -1.10626], [0.18724, 1.69865, -0.89764], [-0.88947, 2.83792, -1.65992], [-1.40416, 2.24990, -3.34457], [-2.30259, 2.77050, -0.38445], [-0.17240, 4.54568, -1.73551], [2.95211, 2.13751, -0.48650], [4.26110, 2.03894, -0.95552], [5.24907, 2.84987, -0.42050], [4.93413, 3.75178, 0.58680], [3.63419, 3.84092, 1.06632], [2.64226, 3.03335, 0.53343], [1.97698, 0.82093, -2.86616], [1.76265, -0.42471, -3.44822], [1.86206, -0.57020, -4.82387], [2.17211, 0.52601, -5.61627], [2.38832, 1.77104, -5.03830], [2.29307, 1.92009, -3.66437], [2.77072, 0.01549, 2.34213], [4.13519, 0.03779, 2.05285], [4.98448, 0.84668, 2.78846], [4.47592, 1.63260, 3.81652], [3.11940, 1.61778, 4.10164], [2.26341, 0.81441, 3.36073], [2.28473, -2.65780, 1.36989], [1.89515, -3.52394, 0.34948], [2.29001, -4.85058, 0.37475], [3.08221, -5.31552, 1.41721], [3.47833, -4.45643, 2.43225], [3.07927, -3.12819, 2.41166], [-2.21761, -3.82839, 2.51897], [-0.51226, -4.28238, 2.43664], [-1.26389, -3.39912, 1.10547], [-1.95420, -0.25979, 4.43771], [-3.03181, -1.56210, 3.93288], [-2.64244, -0.26357, 2.81108], [1.14764, -2.90741, 4.24919], [-0.27366, -2.69968, 5.26510], [0.74887, -1.31142, 4.90319], [-1.43348, 1.15965, -3.38405], [-0.69073, 2.58900, -4.09887], [-2.39044, 2.62674, -3.62490], [-2.80773, 1.31954, 0.89118], [-3.25726, 2.50007, -0.83839], [-2.42100, 3.72839, 0.12588], [0.66267, 4.59475, -2.43716], [0.18822, 4.86490, -0.75565], [-0.92082, 5.26759, -2.07104], [4.50786, 1.33780, -1.74390], [6.26287, 2.78166, -0.79209], [5.70546, 4.38764, 1.00145], [3.39400, 4.53942, 1.85692], [1.62721, 3.09797, 0.90740], [1.52614, -1.27079, -2.81388], [1.70316, -1.53914, -5.27815], [2.25185, 0.41005, -6.68914], [2.63885, 2.62170, -5.65802], [2.47428, 2.88967, -3.21449], [4.53447, -0.58238, 1.25747], [6.04297, 0.86300, 2.56480], [5.14268, 2.25767, 4.39637], [2.72633, 2.22931, 4.90329], [1.20116, 0.80464, 3.57099], [1.29079, -3.14662, -0.46777], [1.98730, -5.52146, -0.41803], [3.39421, -6.35151, 1.43536], [4.09927, -4.82026, 3.23990], [3.39117, -2.46139, 3.20605], [-6.03338, -0.67067, -3.44606], [-6.31087, -0.88768, -1.98670], [-7.49662, -1.47328, -1.55651], [-7.73924, -1.66821, -0.20687], [-9.23050, -2.40054, 0.28905], [-6.81442, -1.28728, 0.75080], [-5.62728, -0.70575, 0.33472], [-5.38836, -0.51289, -1.01475], [-4.20859, 0.11537, -1.40903], [-3.17143, -0.75391, -1.86007], [-2.07109, -0.61264, -0.85735], [-1.98677, 1.76970, 0.64414], [-2.24233, -1.02069, 0.38609], [-6.95815, -0.68994, -4.01949], [-5.38224, -1.45145, -3.84709], [-5.54128, 0.28730, -3.61260], [-8.24330, -1.77299, -2.28019], [-7.01922, -1.44551, 1.79994], [-4.87503, -0.41959, 1.05819], [-2.84435, -0.45022, -2.85258], [-3.50660, -1.79491, -1.89134]], "mulliken_charge": [1.037, -1.150, 0.746, -0.902, -1.202, -0.009, 1.937, -1.032, 1.551, 0.542, -0.122, -0.932, -0.422, -1.108, 0.526, -0.809, -0.845, -0.601, -0.835, -0.272, 0.263, -0.644, -0.692, -0.563, -0.802, -0.280, 0.467, -0.245, -0.792, -0.622, -0.787, -0.609, 0.686, -0.746, -0.728, -0.571, -0.714, -0.507, 0.488, 0.318, 0.217, 0.300, 0.364, 0.018, 0.316, 0.442, 0.298, 0.097, 0.374, 0.478, 0.226, 0.217, 0.466, 0.308, 0.326, 0.440, 0.506, 0.449, 0.442, 0.462, 0.508, 0.339, 0.466, 0.417, 0.438, 0.453, 0.497, 0.448, 0.430, 0.432, 0.492, 0.327, 0.461, 0.418, 0.448, 0.490, -1.405, 0.997, -0.768, 0.229, -0.212, -0.963, -0.141, 0.091, -0.180, -1.011, -0.406, -0.545, -0.656, 0.459, 0.284, 0.272, 0.426, 0.443, 0.354, 0.302, 0.604]}

No. 2
{"formula": "C40H46N3O4P", "method": "wB97M-V/def2-TZVPD", "lumo_ev": 0.31, "e_homo_ev": -6.32, "gap_ha": 0.244, "molar_mass_da": 663.80, "elements": ["C", "N", "C", "O", "C", "C", "C", "C", "C", "C", "C", "C", "N", "C", "C", "C", "C", "C", "C", "C", "N", "C", "C", "C", "C", "C", "C", "C", "H", "H", "H", "H", "H", "H", "H", "H", "H", "H", "H", "H", "H", "H", "H", "H", "H", "H", "H", "H", "H", "H", "H", "H", "H", "H", "H", "H", "H", "H", "C", "C", "O", "C", "C", "P", "C", "C", "C", "C", "C", "C", "C", "C", "C", "C", "C", "C", "O", "O", "H", "H", "H", "H", "H", "H", "H", "H", "H", "H", "H", "H", "H", "H", "H", "H"], "xyz": [[3.48484, -5.44110, 0.26398], [2.31457, -4.59073, 0.21679], [1.03782, -5.08126, 0.23449], [0.76698, -6.27866, 0.25241], [0.09078, -3.91567, 0.21408], [-0.78837, -3.87198, 1.45418], [-1.74875, -5.05486, 1.51363], [-2.84879, -5.10402, 0.64778], [-3.66864, -6.23963, 0.60732], [-3.40703, -7.32201, 1.45370], [-2.34041, -7.25242, 2.35816], [-1.52581, -6.11744, 2.39912], [0.98453, -2.74365, 0.03261], [0.51927, -1.50133, -0.16099], [1.32471, -0.33478, -0.17967], [0.84362, 0.96406, -0.48764], [1.76058, 2.06261, -0.74270], [1.37808, 3.34466, -1.22856], [2.26987, 4.40572, -1.22215], [3.64696, 4.19607, -0.86091], [4.60516, 5.24359, -0.99588], [5.16650, 5.93713, 0.17050], [5.63621, 5.16220, -2.04422], [4.07281, 2.90735, -0.42117], [3.11556, 1.89290, -0.32903], [2.42207, -3.14155, 0.12968], [3.07111, -2.59278, 1.41804], [3.23130, -2.77426, -1.12937], [3.19094, -6.49052, 0.41562], [4.06682, -5.35371, -0.67122], [4.15910, -5.13614, 1.08456], [-0.53011, -4.00045, -0.69181], [-0.15131, -3.86833, 2.35656], [-1.35754, -2.93252, 1.42816], [-3.04766, -4.25090, -0.00887], [-4.50322, -6.28266, -0.09544], [-4.02768, -8.21861, 1.41376], [-2.11856, -8.09200, 3.01921], [-0.68076, -6.06796, 3.09413], [-0.59109, -1.34921, -0.15271], [2.40814, -0.39272, 0.04548], [-0.10721, 0.82135, -1.22405], [0.36467, 3.53788, -1.56737], [1.92295, 5.39857, -1.47796], [4.42726, 5.98793, 0.98151], [6.08988, 5.44105, 0.52790], [5.43305, 6.95147, -0.17011], [5.22173, 4.70706, -2.94466], [5.96031, 6.18519, -2.27294], [6.52693, 4.59537, -1.72114], [5.12832, 2.75987, -0.11747], [3.48041, 0.99939, 0.20687], [2.55698, -3.00690, 2.29758], [4.13276, -2.86453, 1.46275], [2.99731, -1.50371, 1.48179], [2.92158, -3.43563, -1.94999], [3.05975, -1.73568, -1.42397], [4.30040, -2.92617, -0.94445], [1.21032, 4.69935, 2.70677], [0.15054, 3.62808, 2.58635], [0.14176, 3.08645, 1.24920], [-0.63269, 1.97923, 1.16853], [-0.89202, 1.56853, -0.25561], [-2.48185, 0.64408, -0.26202], [-3.83072, 1.56839, 0.48647], [-3.85703, 2.97429, 0.53192], [-5.04533, 3.63133, 0.89391], [-6.19248, 2.90347, 1.23689], [-6.13697, 1.49930, 1.26318], [-4.96265, 0.84035, 0.88536], [-2.84759, 0.68979, -2.03856], [-3.01561, 1.89986, -2.72898], [-3.50989, 1.87822, -4.04229], [-3.75793, 0.65324, -4.68000], [-3.42522, -0.54859, -4.03425], [-2.95952, -0.52762, -2.71531], [-2.32209, -0.77050, 0.26709], [-1.13706, 1.42052, 2.13894], [1.11631, 5.13126, 3.71360], [2.23730, 4.32232, 2.56959], [1.09572, 5.51929, 1.98811], [0.33779, 2.79796, 3.28190], [-0.84210, 4.06763, 2.80926], [-1.12954, 2.47263, -0.86564], [-2.97374, 3.56964, 0.28397], [-5.07280, 4.72591, 0.91218], [-7.12621, 3.41809, 1.50059], [-7.00497, 0.91678, 1.57833], [-4.91784, -0.25082, 0.89562], [-2.76555, 2.85444, -2.26170], [-3.69998, 2.82064, -4.56637], [-4.19829, 0.63242, -5.68385], [-3.52518, -1.50213, -4.55608], [-2.67652, -1.44885, -2.20296]], "mulliken_charge": [-0.985, 0.343, 0.040, -0.742, 0.299, -0.553, 0.326, -0.075, -0.674, -0.442, -0.579, -0.329, 0.392, 0.876, -0.146, 0.928, 0.884, -0.301, -0.813, -0.002, 0.142, -0.898, -0.970, -0.718, -0.926, 0.231, -1.498, -1.614, 0.376, 0.285, 0.308, 0.291, 0.398, 0.090, 0.396, 0.374, 0.353, 0.349, 0.314, 0.022, -0.841, -0.069, 0.369, 0.437, 0.218, 0.314, 0.344, 0.296, 0.332, 0.329, 0.330, 0.247, 0.322, 0.494, 0.332, 0.408, 0.313, 0.432, -1.147, -0.311, 0.120, -0.588, 0.966, 0.750, 1.338, -0.361, -0.720, -0.502, -0.590, -0.663, 0.529, -0.393, -0.794, -0.484, -0.690, -0.242, -0.887, -0.596, 0.462, 0.217, 0.274, 0.335, 0.249, -0.253, 0.308, 0.386, 0.369, 0.405, 0.379, 0.251, 0.377, 0.368, 0.408, 0.372]}